(i)
Here is a 3-piece molecular cluster, C4H16N2O2 overall from OMol25. Energies are from ωB97M-V/def2-TZVPD.

Positions of all 24 atoms, in Å:
C -0.8890 -1.8456 -0.2058
C -1.1889 -0.6790 -1.1128
C -2.5476 -0.7046 -1.8245
N -1.1743 0.5423 -0.2206
C 0.1943 1.0686 0.0010
N 0.6806 2.0349 -0.9880
H -1.3040 -2.7908 -0.5408
H -1.2082 -1.6319 0.8252
H 0.1586 -2.0465 0.0270
H -0.4391 -0.6473 -1.8968
H -3.3511 -0.1054 -1.4003
H -2.8480 -1.7588 -1.8975
H -2.5712 -0.3490 -2.8624
H -1.8439 1.2463 -0.5046
H 0.8213 0.1847 -0.0816
H 0.2189 1.4136 1.0228
H 0.1896 1.8287 -1.8448
H 0.4978 2.9942 -0.7254
H 2.8976 1.1390 0.4633
H 2.5007 0.2483 1.5179
O 3.1989 0.3111 0.8530
H 1.4215 -0.6367 3.6938
H 0.2192 -0.9728 2.9391
O 1.1267 -0.6755 2.7691

The multiplicity is 1. Its SMILES is CC(C)NCN.O.O.

natural (NBO) atomic charge list, values in e, 2 entries: number 1, C, carries -0.631; number 2, C, carries -0.065



(ii)
Here is a 3-piece molecular cluster, C4H16N2O2 overall from OMol25. Energies are from ωB97M-V/def2-TZVPD.

Positions of all 24 atoms, in Å:
C 1.5396 -1.0522 -1.2776
N 1.3271 -0.1278 -2.3707
C 0.2315 -1.2922 -0.4972
C 0.0135 -0.3294 0.6601
C -0.7277 -0.8995 1.8262
N -1.8229 -1.8579 1.4667
H 2.2849 -0.5873 -0.5961
H 2.0915 -2.0004 -1.3526
H 2.1521 0.0247 -2.9346
H 0.5708 -0.3546 -3.0008
H 0.2333 -2.3617 -0.1615
H -0.5310 -1.3521 -1.2769
H -0.6904 0.4262 0.1334
H 0.8756 0.2821 0.9066
H -0.1036 -1.4622 2.5495
H -1.2231 -0.0891 2.3869
H -2.4513 -1.3829 0.8294
H -1.3453 -2.6783 1.1068
H -0.8679 3.0946 1.8518
H -0.8805 1.8473 1.2459
O -0.5163 2.2099 2.0713
H 0.4783 2.8219 -2.3085
H 0.5502 1.7453 -1.1767
O 0.0017 2.4326 -1.5561

The multiplicity is 1. Its SMILES is NCCCCN.O.O.

natural (NBO) atomic charge list, values in e, 2 entries: number 1, C, carries -0.221; number 2, N, carries -0.855



Short version: (i) is the most stable of them.



(i)
Here is C31H37ClN9O6STi as an isolated structure from OMol25. Energies are from ωB97M-V/def2-TZVPD.

Positions of all 86 atoms, in Å:
Ti -0.4669 0.4805 0.1563
C 1.7127 -5.0945 1.6051
C 1.7117 -3.9173 2.5739
N 0.4616 -3.1782 2.5941
C 0.1375 -2.3138 1.5443
S 1.3743 -1.4703 0.6694
N -1.1348 -2.2030 1.3175
N -1.4285 -1.2211 0.3728
C -2.6033 -1.3707 -0.3162
C -3.5492 -2.5109 -0.0826
C -2.8151 -0.3920 -1.2593
C -4.0789 -0.1714 -1.8997
C -4.2332 0.8706 -2.7414
C -3.1143 1.7518 -2.9711
C -1.9521 1.5299 -2.3302
N -1.7385 0.4664 -1.4700
H 2.6726 -5.6194 1.6180
H 0.9303 -5.8142 1.8615
H 1.5297 -4.7417 0.5878
H 1.9256 -4.2553 3.5907
H 2.4923 -3.2112 2.2944
H -0.3537 -3.7147 2.8592
H -3.1063 -3.2240 0.6066
H -4.4942 -2.1712 0.3543
H -3.7854 -3.0285 -1.0159
H -4.9057 -0.8301 -1.6704
H -5.1894 1.0633 -3.2117
H -3.1961 2.5996 -3.6388
H -1.1012 2.1857 -2.4716
C 3.9891 3.1891 -1.3889
N 3.7425 2.4001 -0.1904
C 4.7945 1.5141 0.2754
C 2.6655 2.5448 0.6236
O 2.6040 2.0008 1.7186
C 1.5308 3.4410 0.1613
O 0.3034 3.0606 0.7292
C 0.2010 3.1540 2.1392
C 0.0964 1.7778 2.7698
O -0.0004 0.7729 2.0491
N 0.0889 1.6625 4.0900
C -0.2443 0.3638 4.6920
C -0.0550 2.8192 4.9739
H 4.6039 4.0695 -1.1769
H 3.0666 3.4997 -1.8614
H 4.5152 2.5713 -2.1158
H 5.4540 1.9988 1.0013
H 5.3837 1.2081 -0.5879
H 4.3515 0.6430 0.7513
H 1.3614 3.3777 -0.9076
H 1.7786 4.4778 0.4281
H -0.7168 3.6977 2.3841
H 1.0502 3.6764 2.5692
H 0.0057 -0.4398 4.0082
H -1.3087 0.3345 4.9280
H 0.3329 0.2558 5.6090
H 0.4917 3.6748 4.5910
H 0.3732 2.5621 5.9411
H -1.1074 3.0732 5.1123
N -2.1489 1.6103 0.8468
C -3.0405 1.7806 1.5654
C -4.1068 2.0303 2.4292
C -5.4624 1.9216 1.9964
N -6.5584 1.8352 1.6462
C -3.7803 2.3945 3.7652
N -3.4563 2.7065 4.8311
C 2.2599 -3.3371 -3.0443
C 1.0143 -2.6865 -3.5815
C -0.1825 -3.3898 -3.6617
C -1.3381 -2.7642 -4.0918
Cl -2.8294 -3.6828 -4.1628
C -1.3434 -1.4307 -4.4545
C -0.1524 -0.7236 -4.3879
C 1.0052 -1.3480 -3.9628
O 2.1795 -0.6148 -3.8897
C 2.3740 -0.0955 -2.5804
C 1.4885 1.0999 -2.2310
O 1.3564 2.0590 -2.9630
O 0.9014 0.9499 -1.0785
H 2.2543 -4.4084 -3.2478
H 2.3272 -3.2030 -1.9607
H 3.1536 -2.8978 -3.4852
H -0.2157 -4.4328 -3.3707
H -2.2591 -0.9426 -4.7555
H -0.1172 0.3262 -4.6538
H 3.4105 0.2457 -2.5237
H 2.2127 -0.8775 -1.8372

The multiplicity is 1. The net charge is -1.

Löwdin atomic charge list, values in e, 2 entries: number 1, Ti, carries 0.917; number 2, C, carries -0.100



(ii)
Here is C31H37ClN9O6STi as an isolated structure from OMol25. Energies are from ωB97M-V/def2-TZVPD.

Positions of all 86 atoms, in Å:
Ti -0.4528 0.0781 -0.4010
C 5.0333 -2.5267 0.2495
C 4.2416 -1.9978 1.4398
N 2.8409 -2.3720 1.4219
C 1.9640 -1.7543 0.5279
S 2.2122 -0.1128 0.0383
N 0.9750 -2.4969 0.1345
N 0.0595 -1.8073 -0.6474
C -0.6712 -2.5564 -1.5233
C -0.5330 -4.0439 -1.6401
C -1.5223 -1.8033 -2.3068
C -2.5740 -2.3638 -3.1021
C -3.4256 -1.5508 -3.7648
C -3.2593 -0.1279 -3.6413
C -2.2732 0.3608 -2.8558
N -1.3717 -0.4294 -2.1786
H 6.0802 -2.2175 0.3008
H 5.0048 -3.6185 0.2124
H 4.6095 -2.1440 -0.6806
H 4.6766 -2.3486 2.3792
H 4.2795 -0.9086 1.4521
H 2.6627 -3.3677 1.4383
H 0.2943 -4.3895 -1.0266
H -1.4357 -4.5614 -1.3006
H -0.3496 -4.3440 -2.6746
H -2.6892 -3.4387 -3.1337
H -4.2398 -1.9586 -4.3501
H -3.9186 0.5594 -4.1543
H -2.1300 1.4278 -2.7300
C 0.6537 5.4529 -0.7716
N 1.1168 4.4758 0.1972
C 2.5062 4.5363 0.6168
C 0.3124 3.6221 0.8774
O 0.7278 2.9733 1.8256
C -1.1478 3.5062 0.4491
O -1.7172 2.2460 0.7554
C -1.8398 1.9094 2.1202
C -0.9285 0.7467 2.4737
O -0.2997 0.1585 1.5798
N -0.8338 0.3505 3.7391
C -0.1399 -0.9019 4.0403
C -1.7146 0.8524 4.7870
H 0.4606 6.4248 -0.3056
H -0.2391 5.1151 -1.2867
H 1.4213 5.5854 -1.5344
H 2.6431 5.1650 1.5019
H 3.0927 4.9496 -0.2030
H 2.8563 3.5340 0.8545
H -1.2626 3.5981 -0.6272
H -1.7157 4.3124 0.9358
H -2.8712 1.5869 2.3010
H -1.6110 2.7565 2.7650
H 0.5863 -1.1181 3.2624
H -0.8659 -1.7145 4.1088
H 0.3689 -0.7880 4.9968
H -1.9299 1.9077 4.6429
H -1.1996 0.7486 5.7412
H -2.6427 0.2783 4.8220
N -2.4349 -0.4610 0.2226
C -3.1799 -1.1221 0.8163
C -4.0997 -1.8753 1.5350
C -4.9792 -2.7878 0.8975
N -5.6984 -3.5261 0.3792
C -4.1046 -1.6998 2.9397
N -4.0799 -1.5027 4.0794
C 3.9725 -0.0166 -3.3906
C 2.6711 -0.2555 -4.1015
C 2.2627 -1.5446 -4.4236
C 1.0306 -1.7641 -5.0116
Cl 0.5443 -3.4047 -5.3774
C 0.1719 -0.7216 -5.3018
C 0.5723 0.5692 -4.9917
C 1.8045 0.7942 -4.4027
O 2.1612 2.0936 -4.0657
C 1.9291 2.3203 -2.6831
C 0.4461 2.4071 -2.3146
O -0.3362 3.1522 -2.8770
O 0.1595 1.6481 -1.3053
H 4.6985 -0.7888 -3.6463
H 3.8255 -0.0412 -2.3067
H 4.3870 0.9577 -3.6471
H 2.9043 -2.3864 -4.1954
H -0.8035 -0.9109 -5.7267
H -0.0798 1.4113 -5.1819
H 2.4019 3.2718 -2.4219
H 2.3787 1.5207 -2.0927

The multiplicity is 1. The net charge is -1.

Löwdin atomic charge list, values in e, 2 entries: number 1, Ti, carries 0.911; number 2, C, carries -0.097



Short version: (ii) is the most stable of them.